{
  "formula": "C2H10NO2",
  "method": "ωB97M-V/def2-TZVPD",
  "charge": 1,
  "lumo_energy_ha": -0.1389,
  "orbital_gap_ev": 10.33,
  "e_above_lowest_kcal_mol": 46.1,
  "symbols": ["C", "O", "C", "N", "H", "H", "H", "H", "H", "H", "H", "H", "H", "H", "O"],
  "coordinates": [[-0.1077, 0.5697, 1.2744], [0.7637, -0.1276, 2.0215], [0.1449, 0.4699, -0.1386], [-1.1593, 1.1623, -0.9292], [0.1009, 1.6651, 1.7288], [-1.0867, 0.3095, 1.6343], [1.5881, -0.3495, 1.5863], [0.9399, 1.0587, -0.3717], [0.1224, -0.5270, -0.6252], [-1.5311, 0.4325, -1.5870], [-0.8628, 2.0751, -1.2896], [-1.8994, 1.3410, -0.2310], [1.7589, -2.4535, -1.1785], [0.4810, -3.2665, -0.9654], [0.7471, -2.3598, -0.9292]],
  "mulliken_charge": [-0.4108, -0.4785, -0.1754, -0.4385, 0.2813, 0.3766, 0.3081, 0.3865, 0.1108, 0.3681, 0.3519, 0.3509, 0.3221, 0.3106, -0.6635]
}

=====

{
  "formula": "C44H49FeNP2",
  "method": "ωB97M-V/def2-TZVPD",
  "spin_multiplicity": 5,
  "lumo_energy_ha": [0.0081, -0.0228],
  "s2": 6.185,
  "orbital_gap_ev": [6.06, 6.39],
  "e_above_lowest_kcal_mol": 0.0,
  "symbols": ["Fe", "C", "C", "C", "C", "C", "C", "C", "C", "C", "H", "H", "H", "H", "H", "H", "H", "H", "H", "H", "H", "H", "H", "H", "H", "P", "P", "C", "C", "C", "C", "C", "C", "C", "C", "C", "C", "C", "C", "C", "C", "C", "C", "C", "C", "C", "C", "C", "C", "C", "C", "C", "C", "H", "H", "H", "H", "H", "H", "H", "H", "H", "H", "H", "H", "H", "H", "H", "H", "H", "H", "H", "H", "H", "H", "C", "N", "C", "C", "C", "C", "C", "C", "C", "C", "H", "H", "H", "H", "H", "H", "H", "H", "H", "H", "H", "H"],
  "coordinates": [[-0.0280, 1.2856, -0.9435], [-2.3178, -0.3244, -1.9344], [-1.2783, 0.7220, -2.1877], [-2.0133, 2.0678, -2.5210], [-2.1901, 2.9079, -1.2163], [-1.2465, 2.3636, -0.1424], [-1.6462, 1.1665, 0.7325], [-3.0826, 0.6080, 0.4915], [-3.4023, 0.0250, -0.8851], [1.5822, -1.9173, 3.8504], [-2.8850, -0.3981, -2.9161], [-0.5996, 0.4352, -3.0074], [-2.9834, 1.8585, -2.9964], [-1.4255, 2.6452, -3.2489], [-1.8988, 3.9487, -1.4203], [-3.2433, 2.9262, -0.8882], [-0.7781, 3.1423, 0.4749], [-1.7016, 1.6080, 1.7505], [-3.7943, 1.4184, 0.7292], [-3.2694, -0.1639, 1.2551], [-3.9901, -0.8920, -0.7130], [-4.1009, 0.7210, -1.3866], [2.2749, -1.8176, 3.0045], [1.3577, -2.9763, 4.0290], [2.0375, -1.4865, 4.7531], [-2.5573, -2.4000, -2.2247], [0.0761, -1.0253, 3.4935], [-0.6599, -0.0199, 0.9220], [0.2278, -0.0686, 1.9921], [0.9123, 2.4775, -2.5068], [0.9782, 3.8554, -2.3537], [1.9984, 4.5746, -3.0068], [2.8833, 3.9055, -3.8581], [2.6991, 2.5441, -4.1232], [1.6497, 1.8421, -3.4950], [-1.4392, -2.7743, -3.5007], [-1.1085, -4.1680, -3.6534], [-0.2695, -4.5797, -4.6737], [0.3218, -3.6393, -5.5362], [0.0487, -2.2719, -5.3743], [-0.8616, -1.8407, -4.4162], [-0.2344, 0.1804, 4.7978], [0.2765, 1.4866, 4.6830], [0.0290, 2.4191, 5.6921], [-0.7261, 2.0576, 6.8131], [-1.2191, 0.7529, 6.9358], [-0.9673, -0.1903, 5.9378], [-1.3095, -2.1552, 3.3166], [-1.0924, -3.4610, 2.8376], [-2.1797, -4.3009, 2.5970], [-3.4831, -3.8441, 2.8112], [-3.7019, -2.5511, 3.2955], [-2.6210, -1.7029, 3.5428], [-0.9540, -0.9431, 0.3877], [1.0190, 0.6931, 2.0177], [0.2752, 4.3879, -1.7060], [2.0888, 5.6474, -2.8256], [3.7068, 4.4533, -4.3241], [3.3627, 2.0158, -4.8116], [1.4365, 0.8090, -3.7863], [-1.5462, -4.8839, -2.9593], [-0.0698, -5.6476, -4.8043], [0.9887, -3.9711, -6.3310], [0.5361, -1.5341, -6.0203], [-1.1492, -0.7897, -4.3761], [0.8591, 1.7703, 3.8065], [0.4324, 3.4287, 5.5978], [-0.9273, 2.7924, 7.5920], [-1.8040, 0.4632, 7.8099], [-1.3333, -1.2127, 6.0401], [-0.0758, -3.8152, 2.6690], [-2.0032, -5.3173, 2.2440], [-4.3307, -4.4979, 2.6059], [-4.7151, -2.1966, 3.4901], [-2.7939, -0.6958, 3.9280], [1.1666, -2.4267, -1.0496], [1.8393, -1.1520, -1.2528], [2.6639, -1.1862, -2.4524], [2.5978, -0.7359, -0.0680], [2.8744, 0.7368, 0.0140], [4.2126, 1.1482, 0.1244], [4.5053, 2.4911, 0.3660], [3.4598, 3.3961, 0.5726], [2.1265, 2.9651, 0.4610], [1.8422, 1.6716, 0.0396], [1.8869, -3.2449, -0.8603], [0.5686, -2.6738, -1.9376], [0.4873, -2.3590, -0.1886], [3.1252, -0.2086, -2.6306], [3.4651, -1.9460, -2.3763], [2.0328, -1.4390, -3.3131], [2.0048, -1.0218, 0.8179], [3.5583, -1.2856, -0.0159], [5.0000, 0.3996, 0.0152], [5.5432, 2.8206, 0.4088], [3.6669, 4.4430, 0.8102], [1.3221, 3.6743, 0.6630]],
  "mulliken_charge": [-0.3313, -1.4207, 2.4908, -1.1632, -1.4423, -0.4397, 0.3726, -1.2958, -1.4545, -1.6543, 0.9957, -0.8837, 0.6431, 0.3796, 0.4461, 0.3263, 0.7410, 0.7261, 0.6544, 0.0468, 0.7009, 0.1559, 0.2778, 0.5880, 0.4523, -0.0823, 2.4661, -1.7143, -0.5345, -0.1181, 0.2829, -0.6175, -0.6841, -0.6225, -0.0519, 0.5194, -0.5334, -0.6225, -0.5148, -0.6623, -0.1433, -0.0240, -0.3633, -0.7137, -0.5119, -0.7222, -0.3100, 0.2624, -0.5699, -0.7910, -0.4941, -0.5497, -0.3315, 0.5927, 1.0681, 0.0471, 0.3974, 0.3539, 0.4030, 0.2760, 0.3592, 0.3638, 0.3793, 0.4086, 0.5057, 0.3027, 0.4286, 0.3823, 0.4022, 0.4664, 0.2293, 0.4223, 0.3927, 0.4220, 0.3948, 0.0737, 0.9608, -1.0143, -0.1811, 1.5692, -0.3854, -0.8329, -0.7430, -0.2887, -0.3370, 0.3889, -0.6009, -0.0799, 0.3094, 0.3187, 0.0004, -1.1965, 0.5976, 0.3929, 0.3709, 0.4038, 0.1153]
}

=====

{
  "formula": "C15H46ClN8O11",
  "method": "ωB97M-V/def2-TZVPD",
  "charge": -1,
  "lumo_energy_ha": 0.0877,
  "orbital_gap_ev": 8.87,
  "e_above_lowest_kcal_mol": 0.0,
  "symbols": ["Cl", "O", "O", "O", "O", "C", "C", "O", "H", "H", "H", "H", "H", "H", "C", "C", "O", "H", "H", "H", "H", "H", "H", "C", "O", "N", "N", "H", "H", "H", "H", "C", "O", "N", "N", "H", "H", "H", "H", "C", "O", "N", "N", "H", "H", "H", "H", "C", "C", "C", "O", "C", "N", "H", "H", "H", "H", "H", "H", "H", "H", "H", "H", "H", "C", "C", "C", "O", "C", "N", "H", "H", "H", "H", "H", "H", "H", "H", "H", "H", "H"],
  "coordinates": [[-1.3957, -0.3429, -0.8251], [-2.1333, 0.8480, -1.1548], [-2.2795, -1.2054, -0.0585], [-1.0000, -1.0393, -2.0308], [-0.2233, -0.0128, -0.0466], [2.7910, 1.4286, -3.7690], [1.9564, 1.2447, -2.5315], [0.7848, 2.0218, -2.6393], [2.2579, 1.0290, -4.6309], [3.7620, 0.9604, -3.5900], [3.0181, 2.4644, -4.0275], [2.4880, 1.4707, -1.5944], [1.6613, 0.2054, -2.3483], [0.0864, 1.8310, -2.0007], [-6.1803, -1.8344, 0.4171], [-6.9825, -1.9439, 1.7016], [-6.9117, -0.7473, 2.4832], [-6.3377, -0.8467, -0.0226], [-6.6089, -2.5160, -0.3218], [-5.1089, -1.9844, 0.5261], [-6.6996, -2.7598, 2.3663], [-8.0324, -2.1564, 1.4649], [-7.4921, -0.1026, 2.0707], [2.8713, -2.9086, -2.1473], [3.2242, -4.0464, -2.3799], [3.5264, -1.7892, -2.6178], [1.7221, -2.5267, -1.4968], [4.2627, -1.9246, -3.2832], [3.2792, -0.8823, -2.2663], [0.9719, -3.1778, -1.3504], [1.4558, -1.5739, -1.6762], [-4.5977, -1.6735, -3.8284], [-5.2230, -1.8445, -4.8682], [-3.6648, -2.5291, -3.3490], [-4.7464, -0.5847, -3.0236], [-3.0618, -2.3589, -2.5639], [-3.5936, -3.3609, -3.9070], [-5.3265, 0.1591, -3.3604], [-4.1322, -0.4766, -2.2371], [-0.8616, -2.8994, 3.1467], [-0.6591, -3.5373, 4.1698], [-1.1942, -1.5858, 3.1119], [-0.6543, -3.4675, 1.9134], [-1.3614, -1.1179, 2.2355], [-1.3201, -1.1183, 3.9891], [-0.9186, -3.0786, 1.0224], [-0.5346, -4.4655, 1.9232], [2.7802, -1.1203, 3.1870], [2.5460, -1.1075, 1.6711], [3.5417, -0.3552, 0.8330], [3.7871, 0.8979, 1.4320], [4.7091, 1.7115, 0.7027], [2.4432, -2.5749, 1.3719], [3.7616, -1.5485, 3.4077], [1.9836, -1.5952, 3.7511], [2.8994, -0.0964, 3.5681], [1.5067, -0.8091, 1.5012], [2.9727, -0.1613, -0.0853], [4.4655, -0.9432, 0.7817], [5.1529, 2.4338, 1.3897], [4.1575, 2.1224, -0.1393], [5.5653, 1.0349, 0.5762], [2.2023, -2.7315, 0.3793], [1.5381, -2.8675, 1.7415], [-1.2417, 3.6705, 1.4756], [0.1422, 3.2150, 1.8940], [1.1050, 3.2056, 0.6908], [1.3283, 4.5086, 0.1997], [2.5171, 4.5086, -0.5813], [0.6185, 4.0868, 2.9802], [-1.7173, 2.9763, 0.7728], [-1.1805, 4.6632, 1.0296], [-1.9899, 3.6104, 2.2702], [0.1259, 2.1565, 2.1707], [0.6284, 2.5071, -0.0072], [2.0386, 2.7551, 1.0536], [2.5868, 3.8026, -1.4133], [3.3046, 4.4287, 0.1733], [2.5942, 5.4754, -1.0866], [0.6430, 5.0128, 2.5570], [1.5999, 3.8838, 3.1563]],
  "mulliken_charge": [1.5492, -0.7121, -0.6369, -0.7095, -0.4199, -1.6876, 1.1004, -0.6308, 0.3582, 0.3559, 0.3948, -0.5782, 0.2026, 0.2217, -0.5694, -0.4042, -0.5181, 0.2561, 0.3324, 0.0496, 0.2909, 0.2674, 0.2924, 0.6492, -0.6928, -0.2278, -0.1284, 0.1733, 0.0024, 0.2119, -0.0523, 0.6107, -0.7095, -0.2926, -0.2653, 0.1613, 0.1771, 0.1844, 0.1429, 0.5309, -0.7097, -0.1711, -0.3146, 0.0967, 0.1848, 0.1399, 0.1831, -1.6644, 1.2919, 0.0239, -0.4535, -0.6590, -0.8947, 0.3673, 0.3584, 0.3049, -0.2773, -0.2064, 0.5336, 0.2011, 0.1051, 0.3979, 0.5097, 0.2666, -1.3546, 0.5164, 0.6343, -0.4280, -0.3632, -0.7995, 0.2071, 0.3109, 0.3951, 0.1962, -0.4583, 0.0208, -0.0394, 0.2929, 0.3168, 0.3444, 0.3138]
}